{
  "formula": "C31H34CrN7O4S",
  "method": "wB97M-V/def2-TZVPD",
  "species": ["Cr", "C", "N", "C", "C", "C", "N", "C", "C", "C", "C", "C", "C", "C", "O", "C", "C", "C", "N", "C", "C", "C", "C", "C", "C", "C", "O", "H", "H", "H", "H", "H", "H", "H", "H", "H", "H", "H", "H", "H", "H", "H", "H", "H", "H", "H", "H", "H", "H", "H", "H", "H", "N", "C", "C", "C", "C", "C", "C", "S", "O", "O", "N", "C", "N", "C", "C", "C", "N", "H", "H", "H", "H", "H", "H", "H", "H", "H"],
  "xyz": [[0.57, 0.88, -0.30], [-1.00, 2.83, -2.09], [-1.28, 1.60, -1.30], [-1.76, 0.62, -2.30], [-1.98, -0.82, -1.87], [-0.72, -1.58, -1.39], [0.47, -0.73, -1.49], [1.39, -1.02, -2.34], [2.48, -0.17, -2.72], [3.51, -0.70, -3.53], [4.50, 0.10, -4.04], [4.46, 1.48, -3.77], [3.46, 2.03, -3.02], [2.45, 1.22, -2.45], [1.53, 1.79, -1.72], [-2.36, 1.94, -0.32], [-1.87, 2.48, 1.03], [-0.62, 3.34, 1.08], [0.61, 2.61, 0.72], [1.73, 3.15, 1.04], [3.05, 2.60, 0.86], [4.14, 3.45, 1.13], [5.43, 3.01, 1.01], [5.66, 1.68, 0.62], [4.62, 0.83, 0.37], [3.28, 1.26, 0.48], [2.32, 0.40, 0.26], [-1.91, 3.13, -2.60], [-0.21, 2.64, -2.81], [-0.67, 3.64, -1.45], [-1.03, 0.65, -3.12], [-2.71, 1.00, -2.71], [-2.37, -1.32, -2.76], [-2.75, -0.89, -1.10], [-0.57, -2.49, -1.98], [-0.85, -1.85, -0.35], [1.32, -1.98, -2.86], [3.50, -1.76, -3.74], [5.29, -0.33, -4.64], [5.24, 2.12, -4.18], [3.43, 3.09, -2.81], [-2.93, 1.04, -0.13], [-3.03, 2.66, -0.81], [-1.73, 1.63, 1.70], [-2.69, 3.07, 1.46], [-0.51, 3.72, 2.10], [-0.71, 4.22, 0.44], [1.69, 4.13, 1.53], [3.94, 4.47, 1.44], [6.26, 3.68, 1.21], [6.68, 1.32, 0.52], [4.79, -0.20, 0.07], [-3.92, -6.82, 1.56], [-3.82, -5.44, 1.51], [-3.71, -4.78, 0.28], [-3.67, -3.40, 0.23], [-3.72, -2.66, 1.40], [-3.82, -3.30, 2.62], [-3.88, -4.68, 2.68], [-3.62, -0.90, 1.31], [-4.10, -0.36, 2.56], [-4.30, -0.52, 0.09], [-2.08, -0.53, 1.03], [-1.15, -0.66, 1.97], [0.04, -0.05, 1.66], [0.94, 0.02, 2.64], [0.75, -0.53, 3.89], [-0.44, -1.24, 4.06], [-1.37, -1.31, 3.13], [-3.61, -7.33, 0.75], [-3.69, -7.27, 2.43], [-3.68, -5.37, -0.64], [-3.61, -2.89, -0.72], [-3.86, -2.71, 3.52], [-3.98, -5.19, 3.63], [1.87, 0.52, 2.41], [1.50, -0.46, 4.66], [-0.64, -1.78, 4.98]],
  "charge": 0,
  "multiplicity": 2,
  "energy_ev": -90577.282,
  "fmax_ev_per_a": 0.775
}